Entry from the OMol25 dataset: an isolated molecule of C6H10O (ωB97M-V/def2-TZVPD).

The geometry in XYZ format:
```
17
Properties=species:S:1:pos:R:3:forces:R:3:mulliken_charge:R:1
C 2.5742 0.2546 0.0711 0.078 0.049 -0.022 -1.430
C 1.0904 0.0755 0.3774 -0.030 -0.066 0.023 -0.234
C 0.2176 1.2635 0.0809 -0.103 -0.034 -0.008 -0.177
C -1.0838 1.2005 -0.2365 0.138 0.036 0.029 -0.498
C -1.8832 -0.0179 -0.4091 0.046 -0.231 0.060 -0.323
C -1.6935 -1.1840 0.2242 0.111 0.380 0.012 -0.069
O -2.3400 -2.3450 -0.0475 -0.209 -0.009 -0.191 -0.493
H 2.7443 0.3819 -1.0031 -0.025 0.036 0.141 0.340
H 2.9999 1.1206 0.5897 -0.079 -0.092 -0.064 0.337
H 3.1278 -0.6340 0.3936 -0.032 0.162 -0.073 0.364
H 0.9777 -0.1982 1.4368 0.042 0.032 -0.126 0.248
H 0.7097 -0.7811 -0.1932 0.062 0.072 0.097 0.340
H 0.6868 2.2473 0.1307 -0.080 -0.156 0.028 0.308
H -1.6061 2.1342 -0.4457 0.117 -0.146 0.020 0.342
H -2.6853 0.0319 -1.1478 0.108 -0.027 0.046 0.249
H -1.0031 -1.3162 1.0501 -0.114 0.062 -0.131 0.392
H -2.8335 -2.2336 -0.8716 -0.028 -0.068 0.160 0.302
```
Positions in Å, forces in eV/Å.

Its relative energy (zero: lowest compared OMol25 entry of this formula, charge and spin) is 83.08 kJ/mol. As for the LUMO energy: 0.93 eV. The calculation puts the max |F| at 0.40 eV Å⁻¹. The spin multiplicity is 1. For the frontier orbital gap, the calculation gives 9.131 eV. Its HOMO energy is -8.201 eV. Its SMILES is CC/C=C\C=C\O.

Entry from the OMol25 dataset: C12H16BrO12Pd as an isolated structure (ωB97M-V/def2-TZVPD).

The geometry in XYZ format:
```
42
Properties=species:S:1:pos:R:3:forces:R:3:lowdin_spin:R:1
Pd -0.5282 2.0890 -3.7821 0.218 -0.203 0.498 0.973
Br 0.2701 1.4325 -1.4736 -0.233 0.244 -0.550 0.863
C -3.0700 1.1305 0.0015 0.328 -0.597 0.225 0.025
C -4.1682 1.9555 0.6513 -0.146 0.670 -0.298 0.006
O -4.2108 1.4399 1.9766 0.288 -0.043 -0.007 0.002
C -3.4521 0.3188 2.0628 -0.668 0.243 -0.101 0.000
O -3.2108 -0.2663 3.0560 0.103 -0.273 0.306 0.001
O -3.0163 -0.0373 0.8239 0.293 0.200 -0.334 0.017
H -2.0762 1.6042 0.1089 -0.086 0.283 -0.191 0.021
H -3.2158 0.8193 -1.0285 -0.249 0.073 -0.020 0.000
H -5.1383 1.8881 0.1567 -0.019 -0.476 0.128 0.002
H -3.9401 3.0220 0.6814 0.177 -0.086 0.174 0.001
C 3.6569 -0.6184 -1.3648 0.188 0.567 0.046 0.002
C 4.0513 0.6942 -2.0727 -0.077 -0.300 0.179 0.016
O 4.5055 0.2739 -3.3441 -0.074 0.193 0.108 0.012
C 4.2277 -1.0435 -3.5299 0.387 -0.048 0.146 0.000
O 4.3686 -1.6125 -4.5521 -0.116 -0.143 -0.085 0.006
O 3.8195 -1.6067 -2.3603 -0.463 -0.028 -0.297 0.000
H 2.6178 -0.5129 -1.0541 -0.083 -0.537 0.127 0.005
H 4.2772 -0.8823 -0.5128 0.033 0.113 0.048 0.000
H 4.8116 1.2522 -1.5324 0.095 0.087 -0.220 0.002
H 3.1675 1.3322 -2.2231 0.079 0.124 0.062 0.014
C 0.3568 -2.4110 -1.6101 -0.249 0.277 0.567 0.003
C -0.6370 -2.4633 -0.4314 0.364 -0.018 -0.480 0.002
O -1.6460 -3.3426 -0.9148 0.119 0.029 -0.173 0.002
C -1.5583 -3.4411 -2.2706 -0.004 0.315 0.431 0.000
O -2.3668 -3.9417 -2.9643 -0.134 -0.198 -0.241 0.000
O -0.4262 -2.8218 -2.7142 -0.017 -0.190 -0.064 0.004
H 1.2118 -3.0640 -1.4372 -0.001 -0.095 -0.295 0.001
H 0.7029 -1.3969 -1.8156 0.142 -0.088 0.036 0.002
H -1.0856 -1.4877 -0.2214 -0.022 -0.070 0.114 0.001
H -0.1767 -2.8784 0.4605 -0.169 0.003 0.113 0.000
C -0.3165 1.4169 2.4804 -0.191 0.438 -0.210 0.004
C 0.1561 0.4934 3.5965 -0.090 -0.393 -0.145 0.001
O 0.7482 1.3831 4.5268 0.033 0.187 0.004 0.000
C 0.8470 2.6294 4.0045 0.140 -0.377 0.521 0.000
O 1.2925 3.5579 4.5797 0.108 0.262 -0.144 0.001
O 0.3680 2.6403 2.7368 -0.179 0.045 -0.291 0.004
H -1.3911 1.6085 2.5101 0.042 0.016 0.177 0.001
H -0.0640 1.1171 1.4600 0.118 -0.298 0.138 0.004
H 0.8930 -0.2328 3.2480 0.090 0.076 0.084 0.000
H -0.6552 -0.0375 4.0882 -0.072 0.019 -0.086 0.000
```
Positions in Å, forces in eV/Å.

Its net charge is +1. Its relative energy (zero: lowest compared OMol25 entry of this formula, charge and spin) is 0.00 kJ/mol. As for the LUMO energy (spin up / spin down): -6.55 / -10.05 eV. The calculation puts the max |F| at 0.75 eV Å⁻¹. The spin multiplicity is 3. For the frontier orbital gap (spin up / spin down), the calculation gives 6.959 / 3.456 eV. Its HOMO energy (spin up / spin down) is -13.512 / -13.502 eV. The expectation value of S² is 2.01.

The lowest spin multiplicity belongs to which entry?
C6H10O

Which value of spin multiplicity does entry 2 give?
3

What is the spin multiplicity in the second record?
3

The lowest relative energy (zero: lowest compared OMol25 entry of this formula, charge and spin) belongs to which entry?
C12H16BrO12Pd